This record from the Open Molecules 2025 dataset describes a molecular structure, C28H42Br18F4N2 in a non-equilibrium geometry. The level of theory is ωB97M-V/def2-TZVPD.

Geometry as XYZ:
```
94
Properties=species:S:1:pos:R:3
F 2.7231 -1.7825 0.6479
C 2.3288 -2.1513 -0.6028
F 3.5045 -2.3636 -1.2946
C 1.4992 -1.0423 -1.3281
F 1.7031 0.1500 -0.6836
F 2.0615 -0.8870 -2.5705
C -0.0074 -1.3119 -1.4652
C -0.7542 -0.4305 -2.3229
N -2.0420 -0.4994 -2.5610
C -2.5967 -1.5686 -1.9077
C -3.9997 -1.8167 -2.0920
C -4.6286 -2.8799 -1.4979
C -3.9144 -3.7793 -0.6340
C -2.5780 -3.5380 -0.4276
C -1.8931 -2.4543 -1.0654
N -0.5560 -2.3174 -0.8091
H 1.8285 -3.1306 -0.5439
H -0.1986 0.3806 -2.8164
H -4.6316 -1.1670 -2.7092
H -5.6949 -3.0605 -1.6627
H -4.3472 -4.6404 -0.1220
H -2.0054 -4.1903 0.2390
Br 0.8556 -4.6433 1.9032
C 2.7079 -4.6143 2.5053
C 2.8057 -4.8102 3.9941
Br 2.3299 -3.1874 4.9579
H 3.1338 -3.6738 2.1675
H 3.1898 -5.4357 1.9796
H 3.8349 -5.0218 4.2828
H 2.1586 -5.6005 4.3662
Br -3.3746 4.2427 -1.6889
C -4.1180 3.4952 -0.0522
C -3.3061 2.3234 0.4316
Br -3.6675 0.7284 -0.6284
H -5.1526 3.2390 -0.2634
H -4.0892 4.3089 0.6709
H -3.5846 2.0607 1.4510
H -2.2345 2.4977 0.3862
Br 7.6840 -6.5346 -1.0904
C 6.4209 -5.6937 -2.3115
C 5.4109 -4.8585 -1.5710
Br 4.0539 -5.9699 -0.7238
H 5.9693 -6.4896 -2.8963
H 7.0289 -5.0679 -2.9625
H 4.8639 -4.2189 -2.2601
H 5.8523 -4.2474 -0.7894
Br -8.0147 5.8371 -4.2406
C -6.2789 4.9714 -4.5065
C -6.4317 3.5504 -4.9918
Br -6.9445 2.3588 -3.5376
H -5.7493 5.0331 -3.5703
H -5.7791 5.5697 -5.2616
H -5.4784 3.1674 -5.3518
H -7.1805 3.4400 -5.7717
Br 4.5606 -0.2126 3.9243
C 4.9977 0.9703 5.4064
C 4.7331 0.3072 6.7318
Br 2.8300 0.2751 7.1434
H 4.4269 1.8830 5.2622
H 6.0584 1.1886 5.2943
H 5.1905 0.8754 7.5404
H 5.0829 -0.7204 6.7711
Br -5.4577 3.5210 -8.6596
C -6.7154 4.3512 -9.8935
C -7.7589 5.1509 -9.1599
Br -9.1066 3.9993 -8.3562
H -7.1369 3.5545 -10.4993
H -6.1089 5.0004 -10.5227
H -8.3065 5.7893 -9.8510
H -7.3456 5.7593 -8.3602
Br 2.4716 -9.1522 4.8773
C 3.5503 -8.1361 6.1397
C 2.7980 -7.8634 7.4155
Br 1.4932 -6.4394 7.1784
H 3.8631 -7.2299 5.6291
H 4.4215 -8.7589 6.3349
H 3.4762 -7.5040 8.1877
H 2.2578 -8.7292 7.7870
Br -5.1247 10.7104 -4.9236
C -5.8358 9.9703 -3.2682
C -5.0175 8.7972 -2.7941
Br -5.4044 7.1895 -3.8310
H -6.8751 9.7160 -3.4564
H -5.7895 10.7871 -2.5498
H -5.2769 8.5409 -1.7678
H -3.9468 8.9697 -2.8604
Br 7.9815 3.4525 6.9864
C 9.7263 2.6273 6.7360
C 9.5957 1.2048 6.2581
Br 9.0871 0.0096 7.7082
H 10.2556 2.7150 7.6802
H 10.2256 3.2376 5.9855
H 10.5547 0.8314 5.9036
H 8.8522 1.0856 5.4753
```

Calculated values
- Total energy: -47933.3120 a.u.
- Total charge: 0
- Kohn-Sham gap: 8.6529 eV



This record from the Open Molecules 2025 dataset describes a molecular structure, C28H42BrCdN3P2 in a non-equilibrium geometry. The level of theory is ωB97M-V/def2-TZVPD.

Geometry as XYZ:
```
77
Properties=species:S:1:pos:R:3
C 1.4481 -3.6663 1.9464
C 2.2321 -2.5098 1.7587
C 3.3924 -2.5823 0.9579
C 3.8258 -3.8540 0.5774
N 3.1312 -4.9636 0.8367
C 1.9840 -4.8802 1.5142
C 1.8343 -1.2707 2.3488
C 1.1621 -0.2009 2.1970
C 0.9964 0.9311 3.0976
C 0.2227 2.0492 2.7485
C 0.1983 3.1757 3.5478
C 0.9067 3.1542 4.7419
C 1.6290 2.0219 5.1576
C 1.6717 0.9118 4.3185
Cd -0.0936 0.3519 0.2582
P -0.1346 -1.6140 -1.7085
H 3.9354 -1.6945 0.6407
H 0.4575 -3.6241 2.3937
H 4.7697 -3.9772 0.0454
H 1.4668 -5.8165 1.7233
H 2.2407 0.0205 4.5764
H -0.3909 2.0906 1.8405
H 2.1496 2.0164 6.1000
H -0.3665 4.0487 3.2263
C -1.1041 -1.2023 -3.2241
C -0.7806 -1.9201 -4.5314
H -0.9888 -0.1157 -3.3626
H -2.1539 -1.3736 -2.9467
H -1.4297 -1.5103 -5.3157
H 0.2563 -1.7703 -4.8550
H -0.9786 -2.9984 -4.4895
C 1.5498 -2.1014 -2.3329
C 1.7763 -3.5290 -2.8277
H 2.2347 -1.9043 -1.4903
H 1.7980 -1.3728 -3.1227
H 2.8210 -3.6058 -3.1632
H 1.6365 -4.2762 -2.0313
H 1.1414 -3.7935 -3.6870
C -0.8599 -3.1890 -1.0974
C -1.4337 -4.1772 -2.1079
H -1.6576 -2.8791 -0.4046
H -0.0827 -3.6668 -0.4847
H -1.8439 -5.0330 -1.5563
H -2.2516 -3.7487 -2.6997
H -0.6784 -4.5783 -2.7953
Br 0.8743 4.7153 5.8345
P 1.3658 2.1165 -1.1129
C 1.8993 1.6943 -2.8124
C 2.2205 2.8779 -3.7203
H 1.0837 1.0916 -3.2518
H 2.7676 1.0214 -2.7291
H 2.4922 2.4965 -4.7128
H 1.3581 3.5447 -3.8464
H 3.0722 3.4679 -3.3553
C 0.3654 3.6442 -1.1588
C 1.1300 4.9595 -1.0804
H -0.3468 3.5810 -0.3196
H -0.2440 3.5972 -2.0740
H 0.4059 5.7836 -1.0794
H 1.7200 5.0384 -0.1588
H 1.7953 5.1110 -1.9400
C 2.8414 2.3687 -0.0465
C 4.0664 2.9683 -0.7335
H 3.0969 1.3773 0.3695
H 2.5304 2.9836 0.8145
H 4.8802 3.0253 0.0018
H 4.4131 2.3427 -1.5674
H 3.8812 3.9883 -1.0993
N -4.2022 1.3141 1.1038
C -4.3273 1.6648 -0.2380
C -3.1173 1.3979 -0.8049
N -2.2519 0.9193 0.1879
C -2.9548 0.8609 1.3253
H -4.9286 1.4041 1.8101
H -5.2293 2.0707 -0.6451
H -2.8290 1.5178 -1.8359
H -2.6392 0.5106 2.3097
```

Calculated values
- Total energy: -4680.2970 a.u.
- Total charge: +2
- Kohn-Sham gap: 6.4320 eV
- Energy above the lowest of the compared OMol25 structures with the same formula, charge and spin: 0.0 kJ/mol



This record from the Open Molecules 2025 dataset describes a molecular structure, C28H42BrI2N5O2S2SiTa in a non-equilibrium geometry. The level of theory is ωB97M-V/def2-TZVPD.

Geometry as XYZ:
```
84
Properties=species:S:1:pos:R:3
Ta 1.8795 0.2203 -0.3948
N 7.9825 4.3577 2.5050
C 7.1582 3.5692 1.8153
C 5.8327 3.3327 2.2778
C 5.0010 2.4992 1.5938
C 5.4675 1.8739 0.4151
C 6.7684 2.1237 -0.0805
C 7.5909 2.9620 0.6088
S 4.5078 0.8491 -0.4707
O 3.5570 0.0522 0.5446
O 5.2284 0.0267 -1.3651
N 3.1711 1.5601 -1.1461
C 3.2740 2.7941 -1.8511
N 4.4627 3.1003 -2.3204
C 4.5308 4.2641 -2.9747
C 3.4187 5.0750 -3.1472
C 2.2323 4.6429 -2.5898
N 2.1492 3.4788 -1.9246
H 7.7105 4.7630 3.3847
H 8.9344 4.5008 2.2111
H 5.4974 3.8088 3.1902
H 4.0030 2.3094 1.9696
H 7.1049 1.6486 -0.9914
H 8.5910 3.1566 0.2436
H 5.5006 4.5427 -3.3684
H 3.4804 6.0088 -3.6864
H 1.3253 5.2304 -2.6632
I 0.5228 2.7929 0.2457
C -0.1749 2.0137 2.0832
I 1.1990 0.5593 2.7758
H -1.1481 1.5514 1.9725
H -0.1750 2.8232 2.8040
S 2.4296 -1.6511 -1.7906
C 1.5947 -0.6849 -3.0117
C 1.5051 -0.9804 -4.3572
C 0.8134 -0.0851 -5.1576
C 0.2353 1.0524 -4.5978
C 0.3812 1.2848 -3.2485
N 1.0568 0.4204 -2.4769
H 1.9650 -1.8746 -4.7545
H 0.7225 -0.2730 -6.2198
H -0.3284 1.7479 -5.2030
H -0.0517 2.1453 -2.7607
C -2.0173 -4.6715 1.0815
C -2.5709 -3.5337 1.9556
C -1.4046 -3.0504 2.8402
C -3.7052 -4.0861 2.8605
Si -3.4374 -2.2115 0.9677
Br -0.4261 -0.7677 -0.0699
C -4.0437 -0.6672 1.8210
C -3.9487 0.6056 0.9568
C -5.5358 -0.9755 2.1186
C -3.3346 -0.3797 3.1516
C -4.1017 -2.6193 -0.7231
C -3.0296 -3.1622 -1.6915
C -5.1720 -3.7089 -0.4547
C -4.7731 -1.4298 -1.4263
H -1.5871 -5.4263 1.7447
H -1.2229 -4.3324 0.4146
H -2.7820 -5.1703 0.4894
H -0.9600 -3.9329 3.3077
H -1.7144 -2.3884 3.6418
H -0.6186 -2.5593 2.2631
H -3.2789 -4.8827 3.4768
H -4.5303 -4.5226 2.2941
H -4.1130 -3.3359 3.5411
H -4.6227 0.5945 0.1052
H -2.9387 0.7874 0.5798
H -4.2370 1.4565 1.5815
H -6.1247 -1.1677 1.2216
H -5.9691 -0.0990 2.6090
H -5.6623 -1.8209 2.7990
H -2.2661 -0.1879 3.0209
H -3.4488 -1.1836 3.8767
H -3.7886 0.5114 3.5947
H -2.5881 -4.1007 -1.3705
H -2.2257 -2.4437 -1.8650
H -3.5155 -3.3446 -2.6538
H -4.7601 -4.6202 -0.0229
H -5.6184 -3.9779 -1.4162
H -5.9832 -3.3577 0.1891
H -4.0609 -0.6404 -1.6710
H -5.5962 -0.9978 -0.8596
H -5.1935 -1.7921 -2.3680
```

Calculated values
- Total energy: -5827.8822 a.u.
- Total charge: +3
- Kohn-Sham gap: 5.9678 eV
- Energy above the lowest of the compared OMol25 structures with the same formula, charge and spin: 231.3 kJ/mol



This record from the Open Molecules 2025 dataset describes 8 unconnected molecules or ions with the total composition C28H42BrNO25. The level of theory is ωB97M-V/def2-TZVPD.

Geometry as XYZ:
```
97
Properties=species:S:1:pos:R:3
C -2.3757 -2.8806 3.0117
C -3.0858 -1.5563 2.7113
C -2.3153 -0.6475 1.7644
Br -1.8862 -1.6458 0.1302
C -3.1271 0.6437 1.4527
O -3.4980 0.8966 0.1201
C -2.7708 1.9131 -0.5247
C -1.2786 1.6153 -0.6618
O -0.5559 2.8041 -0.9909
C -0.2718 3.6352 0.0682
O 1.1324 3.6212 0.3553
N 1.6617 4.9373 0.1867
O 2.2936 5.2554 1.1035
H -1.2975 -2.7854 2.8689
H -2.7062 -3.6694 2.3297
H -2.5936 -3.2003 4.0324
H -3.2277 -1.0106 3.6510
H -4.0734 -1.7426 2.2751
H -1.3394 -0.3907 2.1780
H -4.0584 0.5837 2.0267
H -2.5517 1.4981 1.8427
H -2.9290 2.8880 -0.0338
H -3.2000 1.9916 -1.5277
H -1.1043 0.9124 -1.4700
H -0.8612 1.1766 0.2522
H -0.7753 3.3176 0.9897
H -0.5719 4.6634 -0.1689
C 3.0077 0.6145 -1.0900
C 3.5354 0.5206 -2.5122
O 2.5575 -0.3194 -3.1383
C 1.4053 -0.2246 -2.4411
O 0.3563 -0.6595 -2.8009
O 1.6022 0.4334 -1.2822
H 3.1899 1.5720 -0.6105
H 3.3768 -0.1914 -0.4536
H 3.5399 1.4853 -3.0212
H 4.5169 0.0624 -2.5906
C 2.0322 -3.9026 6.1018
C 0.7078 -3.6867 6.8141
O 0.2216 -2.5007 6.1847
C 0.7920 -2.3925 4.9639
O 0.4570 -1.6213 4.1285
O 1.7910 -3.2998 4.8283
H 2.2958 -4.9482 5.9689
H 2.8553 -3.3765 6.5886
H -0.0011 -4.4955 6.6305
H 0.8044 -3.5222 7.8836
C 2.1801 6.9907 -3.0177
C 1.5899 7.7120 -1.8220
O 1.6141 9.0793 -2.2488
C 1.6221 9.1092 -3.6006
O 1.4738 10.0796 -4.2658
O 1.8223 7.8616 -4.0962
H 1.7640 6.0013 -3.1876
H 3.2678 6.9234 -2.9686
H 0.5550 7.4229 -1.6329
H 2.1720 7.5903 -0.9136
C 0.9353 -4.7287 -2.5631
C -0.3397 -3.9765 -2.9022
O -1.1928 -4.3267 -1.8016
C -0.4240 -4.6726 -0.7486
O -0.8211 -4.8336 0.3584
O 0.8702 -4.7938 -1.1301
H 1.8470 -4.2190 -2.8629
H 0.9514 -5.7476 -2.9507
H -0.2057 -2.8960 -2.9063
H -0.7982 -4.2925 -3.8351
C 1.0944 6.0406 -6.5704
C 0.8765 5.8336 -8.0580
O 1.9822 4.9922 -8.4067
C 2.3973 4.3384 -7.2971
O 3.1852 3.4514 -7.2845
O 1.7855 4.8413 -6.1988
H 0.1729 6.1242 -6.0009
H 1.7314 6.8951 -6.3513
H -0.0501 5.3003 -8.2761
H 0.9133 6.7509 -8.6384
C -7.1507 -1.9642 5.3789
C -6.9933 -1.1310 6.6393
O -5.6596 -1.4495 7.0457
C -4.9665 -1.8712 5.9605
O -3.7947 -2.0506 5.9284
O -5.8028 -2.0566 4.9121
H -7.7719 -1.5011 4.6177
H -7.5179 -2.9701 5.5884
H -7.0513 -0.0600 6.4388
H -7.6905 -1.3916 7.4304
C 3.2436 -6.9929 -0.1534
C 4.4110 -6.0965 0.2168
O 5.1608 -6.0549 -1.0037
C 4.3231 -6.3292 -2.0311
O 4.5869 -6.1909 -3.1803
O 3.1343 -6.7676 -1.5613
H 2.3100 -6.7227 0.3320
H 3.4583 -8.0497 0.0138
H 4.0899 -5.0836 0.4635
H 5.0324 -6.4889 1.0167
```

Calculated values
- Total energy: -5601.8392 a.u.
- Total charge: 0
- SMILES: CC[C@@H](Br)COCCOCON=O.O=C1OCCO1.O=C1OCCO1.O=C1OCCO1.O=C1OCCO1.O=C1OCCO1.O=C1OCCO1.O=C1OCCO1
- Kohn-Sham gap: 8.6837 eV



This record from the Open Molecules 2025 dataset describes 6 unconnected molecules or ions with the total composition C28H42Cl15F3N3O3 in a non-equilibrium geometry. The level of theory is ωB97M-V/def2-TZVPD.

Geometry as XYZ:
```
94
Properties=species:S:1:pos:R:3
C -0.1613 -2.1923 3.0878
C -0.7329 -1.2825 2.0194
N 0.1268 -0.9041 0.8199
C 1.1837 0.1884 1.0594
C 1.7228 0.3777 2.4895
F 2.3281 1.5640 2.5072
F 2.6087 -0.5528 2.8511
F 0.7662 0.4398 3.4215
C 2.2796 0.0908 -0.0433
C 3.3844 1.1486 -0.0107
C 4.6708 0.8187 0.7402
C 5.4951 2.1018 0.8579
O 4.8358 3.0498 1.6690
C 4.3966 4.2368 1.0391
O 2.8679 -1.1798 -0.1406
C 2.0548 -2.2502 0.2743
C 2.7766 -3.5565 -0.0551
C 0.5681 -2.0274 -0.1331
C -0.1281 -3.3889 0.0768
C -1.6634 -3.5515 0.1098
C -2.6016 -2.4789 -0.4537
C -3.9669 -2.6484 0.2220
N -4.8172 -1.4399 0.0894
C -4.2895 -0.4183 0.9459
C -3.6067 0.7283 0.2405
O -4.3514 -0.4770 2.1363
C 0.4325 -1.6134 -1.6106
C -0.3835 -0.5856 -2.0995
C -0.3378 -0.2635 -3.4517
C 0.5281 -0.9903 -4.2634
N 1.2799 -2.0037 -3.8417
C 1.2270 -2.2937 -2.5434
H 0.8998 -2.0824 3.2807
H -0.6684 -1.9450 4.0202
H -0.3855 -3.2392 2.8980
H -1.0562 -0.3335 2.4434
H -1.6730 -1.6884 1.6644
H -0.5778 -0.3862 0.2951
H 0.7176 1.1460 0.8275
H 1.7143 0.3366 -0.9472
H 3.6719 1.2987 -1.0551
H 2.9690 2.1090 0.2896
H 5.2747 0.1263 0.1558
H 4.5141 0.4614 1.7540
H 5.7145 2.4781 -0.1471
H 6.4577 1.8740 1.3210
H 4.7384 4.3385 0.0108
H 4.6868 5.1125 1.6175
H 3.3008 4.2381 1.0166
H 1.9954 -2.2724 1.3699
H 2.2667 -4.2660 -0.6961
H 3.0714 -4.0884 0.8467
H 3.7110 -3.2986 -0.5538
H 0.2626 -3.8637 0.9776
H 0.2562 -4.0122 -0.7292
H -1.9422 -3.6803 1.1583
H -1.9375 -4.5020 -0.3478
H -2.7374 -2.5715 -1.5304
H -2.2786 -1.4668 -0.2258
H -4.4885 -3.5170 -0.1751
H -3.8023 -2.8427 1.2887
H -5.7070 -1.7000 0.5132
H -2.5577 0.7450 0.5432
H -3.6666 0.5896 -0.8371
H -4.0981 1.6616 0.5057
H -1.0516 -0.0218 -1.4579
H -0.9159 0.5614 -3.8330
H 0.6073 -0.7280 -5.3107
H 1.8642 -3.1157 -2.2557
C 2.0940 6.7408 -1.0431
Cl 0.4798 6.4357 -0.4097
Cl 3.1533 7.3650 0.2212
Cl 2.7683 5.2766 -1.7706
H 2.0156 7.4915 -1.8186
C -2.1421 9.6794 -0.8934
Cl -2.5819 8.0150 -0.4864
Cl -0.3979 9.9297 -0.8114
Cl -2.7627 10.1141 -2.4820
H -2.6025 10.3290 -0.1615
C 0.7302 -7.4415 -1.7222
Cl 2.4152 -6.9433 -1.6075
Cl 0.2078 -8.2561 -0.2546
Cl -0.3209 -6.0548 -2.0682
H 0.6422 -8.1329 -2.5497
C -4.7639 -0.5172 -4.9286
Cl -5.0581 -2.0000 -5.8271
Cl -5.7820 -0.4252 -3.5017
Cl -3.0481 -0.3993 -4.4738
H -4.9940 0.3223 -5.5709
C -3.5754 1.5925 5.0240
Cl -1.8370 1.8426 4.7792
Cl -3.9083 1.0774 6.6723
Cl -4.4820 3.0512 4.6273
H -3.8931 0.8063 4.3505
```

Calculated values
- Total energy: -8684.2675 a.u.
- Total charge: +1
- Kohn-Sham gap: 9.1108 eV



Question: total charge of number 3 (C28H42BrI2N5O2S2SiTa)?
Answer: +3